No. 1
Computed, not measured: a molecular structure, C3H4BrN in a non-equilibrium geometry, with ωB97M-V/def2-TZVPD.

Calculated values
ΔE to the lowest compared entry with this formula, charge and spin: 88.7 kcal/mol
E_HOMO: -9.38 eV
gap between HOMO and LUMO: 9.40 eV
LUMO energy: 0.0006 Eh

Atoms and positions in Å:
C1 -0.253 1.555 -1.480
C2 -0.349 0.797 -0.548
C3 -0.470 0.032 0.626
N1 1.091 -0.960 0.912
Br1 0.650 -2.829 0.764
H1 -0.440 2.272 -2.224
H2 -1.293 -0.789 0.455
H3 -0.479 0.591 1.513
H4 1.543 -0.667 -0.017

Cartesian forces (eV/Å) of the 2 atoms listed first:
C -0.55 -0.67 0.93
C 0.55 1.26 -1.07

Atomic partial charges in e from the Löwdin method, atoms 1 to 2: 0.13, -0.21

***

No. 2
Computed, not measured: C3H4BrN3O8 in the gas phase in a non-equilibrium geometry, with ωB97M-V/def2-TZVPD.

Calculated values
ΔE to the lowest compared entry with this formula, charge and spin: 15.4 kcal/mol
E_HOMO: -10.71 eV
gap between HOMO and LUMO: 9.28 eV
LUMO energy: -0.0523 Eh

Atoms and positions in Å:
C1 1.399 2.554 -0.083
C2 0.057 -0.728 0.660
C3 -0.957 -0.773 -0.425
N1 0.940 0.287 0.784
N2 -0.028 -1.755 1.707
N3 -1.418 -2.242 -0.820
O1 1.803 0.445 1.557
O2 0.524 1.453 0.052
O3 -1.081 -2.351 1.555
O4 0.810 -1.897 2.486
O5 -0.582 -3.073 -0.961
O6 -2.569 -2.377 -1.070
O7 1.857 2.646 -1.442
O8 -2.021 -0.006 -0.176
Br1 -0.050 -0.092 -2.182
H1 0.800 3.429 0.336
H2 2.222 2.454 0.757
H3 1.059 2.296 -1.954
H4 -2.765 -0.271 -0.782

Cartesian forces (eV/Å) of the 2 atoms listed first:
C 1.50 0.58 1.91
C 1.25 0.76 -0.27

Atomic partial charges in e from the Löwdin method, atoms 1 to 2: -0.24, -0.07

***

No. 3
Computed, not measured: C3H4BrNS in the gas phase in a non-equilibrium geometry, with ωB97M-V/def2-TZVPD.

Calculated values
ΔE to the lowest compared entry with this formula, charge and spin: 82.3 kcal/mol
E_HOMO (alpha / beta): -8.09 / -8.59 eV
gap between HOMO and LUMO (alpha / beta): 7.56 / 7.92 eV
LUMO energy (alpha / beta): -0.0194 / -0.0246 Eh

Atoms and positions in Å:
C1 0.728 0.405 0.612
C2 -0.223 -0.241 -0.498
C3 -1.539 -0.769 -0.115
N1 1.956 0.485 0.420
S1 3.368 0.784 -0.147
Br1 -2.963 0.410 0.278
H1 0.362 1.078 1.363
H2 -0.477 0.465 -1.292
H3 0.465 -1.037 -1.075
H4 -1.678 -1.580 0.454

Cartesian forces (eV/Å) of the 2 atoms listed first:
C -0.49 -0.05 -1.57
C 1.61 -1.26 -1.15

Atomic partial charges in e from the Löwdin method, atoms 1 to 2: -0.20, -0.27

***

No. 4
Computed, not measured: C3H4BrNSSi in the gas phase in a non-equilibrium geometry, with ωB97M-V/def2-TZVPD.

Calculated values
ΔE to the lowest compared entry with this formula, charge and spin: 38.4 kcal/mol
E_HOMO: -8.18 eV
gap between HOMO and LUMO: 7.86 eV
LUMO energy: -0.0117 Eh

Atoms and positions in Å:
C1 -1.384 -1.221 -0.139
C2 -2.062 0.067 0.039
C3 0.809 -0.401 -0.175
N1 -0.077 -1.211 -0.120
Si1 2.257 0.757 0.152
S1 -1.247 1.499 -0.016
Br1 -3.949 0.007 0.080
H1 -1.968 -2.110 -0.368
H2 1.654 1.900 -0.380
H3 3.230 -0.088 -0.508
H4 2.737 0.802 1.434

Cartesian forces (eV/Å) of the 2 atoms listed first:
C -3.10 1.01 0.49
C 1.70 -1.50 -0.97

Atomic partial charges in e from the Löwdin method, atoms 1 to 2: -0.30, -1.23

***

No. 5
Computed, not measured: a gas-phase ion, C3H4BrO2S (charge -1) in a non-equilibrium geometry, with ωB97M-V/def2-TZVPD.

Calculated values
ΔE to the lowest compared entry with this formula, charge and spin: 32.0 kcal/mol
charge: -1
E_HOMO: -3.58 eV
gap between HOMO and LUMO: 7.10 eV
LUMO energy: 0.1294 Eh

Atoms and positions in Å:
C1 -1.161 0.511 0.517
C2 -0.782 0.394 -0.884
C3 0.256 0.163 0.239
O1 1.373 -1.943 -1.009
O2 2.235 -1.419 1.275
S1 1.106 -1.675 0.386
Br1 1.471 1.889 0.552
H1 -1.263 1.532 0.995
H2 -1.795 -0.249 0.849
H3 -1.070 -0.455 -1.336
H4 -0.372 1.253 -1.583

Cartesian forces (eV/Å) of the 2 atoms listed first:
C 0.55 3.13 1.44
C 3.81 4.41 -0.66

Atomic partial charges in e from the Löwdin method, atoms 1 to 2: -0.28, -0.23

***

No. 6
Computed, not measured: a molecular structure, C3H4BrO3Zr in a non-equilibrium geometry, with ωB97M-V/def2-TZVPD.

Calculated values
ΔE to the lowest compared entry with this formula, charge and spin: 0.1 kcal/mol
charge: +3
E_HOMO: -20.28 eV
gap between HOMO and LUMO: 2.10 eV
LUMO energy: -0.6684 Eh

Atoms and positions in Å:
Zr1 0.226 5.187 -2.406
Br1 -0.086 4.049 -0.185
C1 -0.318 -1.116 1.186
C2 -0.390 -0.002 0.126
O1 0.496 -0.458 -0.876
C3 0.763 -1.792 -0.695
O2 1.340 -2.478 -1.436
O3 0.275 -2.170 0.545
H1 -1.256 -1.412 1.670
H2 0.415 -0.806 2.002
H3 -0.054 1.010 0.398
H4 -1.411 -0.011 -0.330

Cartesian forces (eV/Å) of the 2 atoms listed first:
Zr -0.31 -1.04 2.36
Br 0.36 1.47 -2.54

Atomic partial charges in e from the Löwdin method, atoms 1 to 2: 1.67, 0.31

***

No. 7
Computed, not measured: a molecular structure, C3H4CaO4 in a non-equilibrium geometry, with ωB97M-V/def2-TZVPD.

Calculated values
ΔE to the lowest compared entry with this formula, charge and spin: 13.0 kcal/mol
charge: +2
E_HOMO: -16.20 eV
gap between HOMO and LUMO: 6.32 eV
LUMO energy: -0.3631 Eh

Atoms and positions in Å:
O1 0.593 -1.361 -0.077
C1 1.422 -0.374 -0.290
C2 -0.704 -0.883 -0.279
O2 2.640 -0.482 -0.171
O3 0.784 0.750 -0.494
C3 -0.588 0.457 -0.587
Ca1 4.505 0.426 -0.143
H1 -1.421 -1.611 -0.647
H2 -1.188 1.090 -1.242
H3 -1.767 -0.215 1.341
O4 -1.804 0.871 1.552
H4 -2.471 1.332 1.036

Cartesian forces (eV/Å) of the 2 atoms listed first:
O 0.41 0.05 -0.21
C -2.45 -0.55 1.23

Atomic partial charges in e from the Löwdin method, atoms 1 to 2: 0.19, -0.54

***

No. 8
Computed, not measured: a molecular structure, C3H4CdO3 in a non-equilibrium geometry, with ωB97M-V/def2-TZVPD.

Calculated values
ΔE to the lowest compared entry with this formula, charge and spin: 5.8 kcal/mol
charge: -1
spin multiplicity: 2
E_HOMO (alpha / beta): -2.03 / -5.05 eV
expectation value of S²: 0.757
gap between HOMO and LUMO (alpha / beta): 5.60 / 8.54 eV
LUMO energy (alpha / beta): 0.1313 / 0.1282 Eh

Atoms and positions in Å:
C1 0.224 0.680 -1.049
O1 -0.332 -1.563 -0.086
C2 -0.240 -1.573 1.343
C3 0.400 -0.635 -0.751
O2 0.128 -0.466 1.792
O3 -0.180 -2.701 1.823
H1 1.112 1.314 -1.121
H2 1.464 -0.855 -0.608
H3 -0.635 0.303 -1.817
Cd1 -1.010 1.966 0.660
H4 -0.931 3.530 -0.186

Cartesian forces (eV/Å) of the 2 atoms listed first:
C -3.22 -2.69 -2.26
O -1.64 0.29 -3.90

Atomic partial charges in e from the Löwdin method, atoms 1 to 2: -0.24, -0.05

***

No. 9
Computed, not measured: C3H4Cl2N2 in the gas phase in a non-equilibrium geometry, with ωB97M-V/def2-TZVPD.

Calculated values
ΔE to the lowest compared entry with this formula, charge and spin: 37.9 kcal/mol
E_HOMO: -9.63 eV
gap between HOMO and LUMO: 9.43 eV
SMILES: [H]/N=C1/[C@@H](Cl)[C@]1(N)Cl
LUMO energy: -0.0072 Eh

Atoms and positions in Å:
C1 0.120 0.302 -1.008
C2 0.747 -0.937 -0.515
C3 -0.474 -0.309 0.262
N1 0.258 1.294 -1.738
N2 -0.585 0.318 1.466
Cl1 2.404 -0.798 0.225
Cl2 -2.019 -1.440 -0.121
H1 0.674 -1.894 -0.974
H2 -0.323 2.099 -1.453
H3 -0.844 1.263 1.522
H4 0.042 0.100 2.334

Cartesian forces (eV/Å) of the 2 atoms listed first:
C -0.72 -0.91 1.42
C 0.78 1.13 1.22

Atomic partial charges in e from the Löwdin method, atoms 1 to 2: -0.38, -0.54

***

No. 10
Computed, not measured: 2 unconnected molecules or ions with the total composition C3H4Cl2O in a non-equilibrium geometry, with ωB97M-V/def2-TZVPD.

Calculated values
ΔE to the lowest compared entry with this formula, charge and spin: 25.9 kcal/mol
E_HOMO: -11.11 eV
gap between HOMO and LUMO: 10.53 eV
SMILES: C=CC(=O)Cl.Cl
LUMO energy: -0.0215 Eh

Atoms and positions in Å:
C1 -0.482 -0.627 0.081
C2 0.796 -0.766 0.427
C3 1.871 -0.020 -0.292
O1 1.781 0.739 -1.194
Cl1 3.442 -0.414 0.270
Cl2 -0.276 2.794 -0.317
H1 -1.190 -1.114 0.663
H2 -0.677 -0.253 -0.803
H3 1.229 -1.325 1.375
H4 0.206 1.661 -0.675

Cartesian forces (eV/Å) of the 2 atoms listed first:
C 3.06 -2.21 3.29
C 1.34 -0.31 2.27

Atomic partial charges in e from the Löwdin method, atoms 1 to 2: 0.06, -0.15